DFT (ωB97M-V/def2-TZVPD) results for a cluster of 2 separate species, C5H14 in total.

```
! RIJCOSX wB97M-V def2-TZVPD def2/J DEFGRID3
* xyz 0 1
C 0.1748 -1.8874 0.8523
C 1.5465 -1.1502 0.6620
C 1.7079 -0.5855 -0.7884
H -0.4619 -2.0124 -0.0056
H -0.2488 -1.3544 1.7071
H 0.3941 -2.8804 1.1903
H 1.8011 -0.4241 1.4252
H 2.2525 -1.9870 0.7335
H 2.3828 0.2769 -0.8939
H 1.8754 -1.5330 -1.3361
H 0.6054 -0.3130 -1.0524
C -2.2884 1.6450 -0.1573
C -0.8060 1.8807 -0.3921
H -2.4272 1.6995 0.9369
H -2.9540 2.1599 -0.7825
H -2.4841 0.6366 -0.4613
H -0.4291 2.9025 -0.5203
H -0.1012 1.3377 0.3124
H -0.5397 1.5887 -1.4298
*
```

As for the HOMO-LUMO gap: 11.87 eV. The calculation puts the energy above the lowest of the compared OMol25 structures with the same formula, charge and spin at 28.8 kcal/mol. Its SMILES is CCC.CC.

***

DFT (ωB97M-V/def2-TZVPD) results for a cluster of 2 separate species, C2H8OS in total.

```
! RIJCOSX wB97M-V def2-TZVPD def2/J DEFGRID3
* xyz 1 2
S 1.1525 -3.0437 -4.1057
H 1.0913 -2.4055 -5.2249
H 0.3562 -4.1031 -4.4107
C -0.7282 0.8591 2.0187
O -1.2141 0.2275 0.7621
C 0.5663 1.3965 1.4326
H -1.3850 1.6518 2.2848
H -0.8386 0.1649 2.9846
H -1.7682 0.8989 0.3521
H 0.3354 1.8071 0.4761
H 1.1791 2.0042 2.2044
H 1.2534 0.5423 1.2259
*
```

As for the HOMO-LUMO gap (spin up / spin down): 7.18 / 1.39 eV. The calculation puts the energy above the lowest of the compared OMol25 structures with the same formula, charge and spin at 68.1 kcal/mol.

***

DFT (ωB97M-V/def2-TZVPD) results for the ion C21H31N2 with charge +1.

```
! RIJCOSX wB97M-V def2-TZVPD def2/J DEFGRID3
* xyz 1 1
C -2.8017 -0.8535 -1.8726
N -1.8316 -0.0348 -1.1745
C -2.3217 1.2916 -0.8324
C -3.6441 1.1914 -0.1061
C -3.7185 0.4818 1.0866
C -4.9197 0.3785 1.7636
C -6.0558 0.9879 1.2563
C -5.9864 1.6994 0.0713
C -4.7854 1.7971 -0.6109
C -0.6291 -0.4970 -0.8528
C 0.4154 0.3169 -0.4232
C 1.6730 -0.1729 -0.0736
N 2.7181 0.6346 0.0807
C 3.9983 0.1885 0.6072
C 4.7234 1.3412 1.2953
C 5.0922 2.4377 0.2936
C 4.0631 2.4663 -0.8380
C 2.6878 2.0283 -0.3422
C 1.8740 -1.6482 0.0883
C 0.5696 -2.4529 0.1242
C 0.8842 -3.9333 -0.0950
C -0.1154 -2.2793 1.4823
C -0.3562 -1.9619 -0.9973
H -3.5391 -0.1999 -2.3333
H -2.3224 -1.4385 -2.6557
H -3.3319 -1.5233 -1.1916
H -2.4387 1.8828 -1.7469
H -1.6088 1.7949 -0.1804
H -2.8306 0.0109 1.4859
H -4.9690 -0.1740 2.6894
H -6.9923 0.9099 1.7859
H -6.8678 2.1784 -0.3259
H -4.7358 2.3555 -1.5348
H 0.2617 1.3807 -0.3914
H 3.8388 -0.6048 1.3379
H 4.6176 -0.2156 -0.2017
H 5.6175 0.9527 1.7812
H 4.0758 1.7422 2.0766
H 5.1231 3.3997 0.8039
H 6.0828 2.2557 -0.1220
H 4.3689 1.8018 -1.6477
H 3.9813 3.4697 -1.2541
H 2.3685 2.6688 0.4873
H 1.9750 2.1339 -1.1615
H 2.4257 -1.8643 1.0043
H 2.4967 -1.9919 -0.7450
H -0.0233 -4.5281 -0.0361
H 1.5717 -4.2926 0.6663
H 1.3374 -4.0982 -1.0698
H -1.0709 -2.7979 1.4950
H 0.5016 -2.6999 2.2722
H -0.2883 -1.2296 1.7074
H -1.2780 -2.5390 -0.9607
H 0.1188 -2.1472 -1.9655
*
```

As for the HOMO-LUMO gap: 8.66 eV. The calculation puts the energy above the lowest of the compared OMol25 structures with the same formula, charge and spin at 5.3 kcal/mol. Its SMILES is CN(Cc1ccccc1)C1=CC(=[N+]2CCCCC2)CC(C)(C)C1.

***

Please write out number 2 again, unchanged.
DFT (ωB97M-V/def2-TZVPD) results for a cluster of 2 separate species, C2H8OS in total.

```
! RIJCOSX wB97M-V def2-TZVPD def2/J DEFGRID3
* xyz 1 2
S 1.1525 -3.0437 -4.1057
H 1.0913 -2.4055 -5.2249
H 0.3562 -4.1031 -4.4107
C -0.7282 0.8591 2.0187
O -1.2141 0.2275 0.7621
C 0.5663 1.3965 1.4326
H -1.3850 1.6518 2.2848
H -0.8386 0.1649 2.9846
H -1.7682 0.8989 0.3521
H 0.3354 1.8071 0.4761
H 1.1791 2.0042 2.2044
H 1.2534 0.5423 1.2259
*
```

As for the HOMO-LUMO gap (spin up / spin down): 7.18 / 1.39 eV. The calculation puts the energy above the lowest of the compared OMol25 structures with the same formula, charge and spin at 68.1 kcal/mol.